Entry 1:
Molecular formula: C26H51AsI2IrN7O3PSi2
Method: DFT, ωB97M-V with the def2-TZVPD basis set

Last column: Löwdin charge in e.
CARTESIAN COORDINATES (ANGSTROEM)
Ir 0.9621 0.5659 0.4992  1.077
I -1.3699 5.2770 6.5092  1.058
C -0.5448 4.3996 4.8410  -0.709
C 0.0674 5.1944 3.8656  -0.205
C 0.6034 4.5988 2.7545  -0.612
I 1.5000 5.7406 1.2806  1.047
C 0.5471 3.1695 2.5513  -0.416
O 1.0314 2.6802 1.4906  -0.243
C -0.0867 2.3739 3.5899  -0.105
C -0.1749 0.8663 3.4987  -0.135
N 0.9974 0.3143 2.8200  -0.163
C 1.3209 -1.0919 3.0529  -0.134
C 2.6363 -1.3459 2.3561  -0.268
C 3.5862 -2.2135 2.8688  0.000
C 4.7684 -2.4019 2.1721  -0.027
C 4.9608 -1.7154 0.9839  -0.029
C 3.9670 -0.8574 0.5467  -0.115
N 2.8349 -0.6665 1.2195  -0.004
C -0.5968 3.0021 4.6966  -0.090
H 0.1156 6.2654 3.9929  0.094
H -1.0656 0.5664 2.9423  0.105
H -0.2691 0.4683 4.5179  0.136
H 1.8109 0.8604 3.1008  0.133
H 0.5393 -1.7176 2.6108  0.110
H 1.3971 -1.3322 4.1212  0.139
H 3.3994 -2.7293 3.7988  0.127
H 5.5261 -3.0707 2.5520  0.124
H 5.8665 -1.8293 0.4078  0.119
H 4.0753 -0.2999 -0.3719  0.098
H -1.0502 2.4149 5.4832  0.110
C -1.6229 2.5761 -3.7287  -0.207
Si -0.9806 3.3888 -2.1635  0.294
C -2.0240 4.8394 -1.6065  -0.203
C 0.8070 3.9540 -2.3056  -0.219
As -1.1228 1.6930 -0.4875  0.881
Si -3.4226 1.0484 -0.3288  0.291
C -3.6423 0.4529 1.4394  -0.223
C -3.6713 -0.3022 -1.6031  -0.207
C -4.6034 2.4572 -0.6682  -0.211
H -1.3788 3.1849 -4.5978  0.040
H -2.7060 2.4703 -3.6967  0.025
H -1.1891 1.5877 -3.8756  0.018
H -2.0273 5.6031 -2.3829  0.046
H -1.5973 5.2852 -0.7088  0.022
H -3.0535 4.5739 -1.3999  0.002
H 0.8403 5.0411 -2.3366  0.034
H 1.2864 3.5783 -3.2076  0.030
H 1.3867 3.6384 -1.4428  -0.027
H -2.8111 -0.1731 1.7524  -0.017
H -4.5555 -0.1262 1.5551  0.042
H -3.7049 1.3070 2.1125  0.034
H -2.8731 -1.0411 -1.5604  -0.028
H -3.6964 0.1231 -2.6051  0.038
H -4.6215 -0.8075 -1.4349  0.047
H -4.4775 3.2857 0.0234  0.034
H -5.6175 2.0771 -0.5433  0.046
H -4.5217 2.8336 -1.6844  0.024
C 0.3046 -5.5485 -0.2287  -0.076
N 0.8099 -4.1910 -0.0846  -0.291
C 2.2554 -4.1203 0.0579  -0.098
P -0.0547 -2.8966 -0.6578  0.550
O 0.4770 -1.6423 -0.0275  -0.406
N -0.0378 -2.8860 -2.3152  -0.294
C 1.0613 -3.4395 -3.0902  -0.079
C -0.6784 -1.7557 -2.9671  -0.094
N -1.6499 -3.1051 -0.2877  -0.297
C -2.5696 -3.9378 -1.0500  -0.092
C -2.0397 -2.9417 1.1027  -0.089
H 0.8464 -6.1939 0.4630  0.096
H 0.4369 -5.9432 -1.2390  0.091
H -0.7460 -5.5951 0.0310  0.065
H 2.5507 -4.5245 1.0293  0.092
H 2.5811 -3.0869 -0.0102  0.056
H 2.7695 -4.6984 -0.7154  0.091
H 1.5185 -4.2738 -2.5737  0.062
H 1.8324 -2.6898 -3.2957  0.089
H 0.6770 -3.8058 -4.0447  0.097
H -1.5851 -1.4788 -2.4284  0.033
H -0.9565 -2.0413 -3.9819  0.101
H -0.0159 -0.8865 -2.9978  0.070
H -2.1831 -4.1055 -2.0497  0.085
H -3.5343 -3.4319 -1.1263  0.085
H -2.7360 -4.9020 -0.5660  0.084
H -2.0076 -3.8903 1.6443  0.095
H -3.0583 -2.5564 1.1527  0.085
H -1.3759 -2.2307 1.5890  0.051
N 3.5518 2.0838 -1.3229  0.182
C 2.7808 1.3420 -2.1490  -0.692
N 3.1792 1.2284 -3.4286  0.203
O 1.7617 0.7636 -1.7529  -0.141
H 4.2801 2.6752 -1.6868  0.123
H 3.1543 2.3510 -0.4287  0.096
H 4.0058 1.6733 -3.7852  0.121
H 2.6395 0.6463 -4.0454  0.122

Computed properties:
Energy ... -5485.7729 Ha
Spin multiplicity ... 6
Charge ... +2
M ... 1117.833 g mol⁻¹
<S²> ... 8.793
Kohn-Sham gap (spin up / spin down) ... 7.894 / 6.087 eV

=====

Entry 2:
Molecular formula: C26H51ClFN4O7S2
Method: DFT, ωB97M-V with the def2-TZVPD basis set

Last column: Löwdin charge in e.
CARTESIAN COORDINATES (ANGSTROEM)
C 0.0659 -3.4174 0.7361  -0.080
C -0.4912 -2.0817 1.4159  -0.254
O 0.4182 -0.9633 1.3888  -0.176
C 0.5887 -0.4693 0.0503  -0.183
C 0.5661 1.1539 -0.0280  -0.068
N 0.1004 1.4975 -1.4068  -0.016
C -0.2945 2.8582 -1.6815  -0.114
N -1.3137 3.5851 -1.2710  0.158
C -2.3339 3.0318 -0.3379  -0.129
C -3.7616 2.7581 -1.0613  -0.148
C -3.7572 1.3940 -1.9328  -0.180
C -4.6367 0.2486 -1.2045  -0.178
C -3.7240 -0.7089 -0.2756  -0.154
C -4.4744 -1.1437 1.0723  -0.158
O -3.6062 -1.2515 2.2284  -0.087
C -3.1591 0.0175 2.6630  -0.394
C -3.8946 0.8239 3.8461  0.014
O -2.1464 0.5671 2.1777  0.042
N 0.7520 3.3262 -2.6578  0.007
F 1.9263 3.5901 -1.9847  -0.020
C 1.0342 2.1055 -3.4892  -0.195
C 2.5268 1.9062 -4.0402  -0.172
C 2.5515 0.7324 -5.1456  -0.674
C 4.0391 0.1097 -5.3348  -0.099
Cl 1.8523 1.3250 -6.7454  0.554
C 0.7628 0.8155 -2.5616  -0.248
N -0.3858 0.0156 -3.1361  0.075
H 0.4709 -3.2840 -0.3160  0.072
H -0.8371 -4.1217 0.6399  0.068
H 0.8130 -3.9816 1.4014  0.089
H -1.4876 -1.8314 0.9073  0.095
H -0.6831 -2.3341 2.5150  0.130
H -0.3048 -0.8146 -0.5842  0.118
H 1.5448 -0.9126 -0.3831  0.133
H 1.6472 1.4893 0.1224  0.134
H -0.0656 1.5890 0.8083  0.124
H -1.3612 4.5474 -1.6522  0.194
H -2.4937 3.7982 0.5028  0.147
H -2.0403 2.0533 0.1593  0.099
H -4.4842 2.5561 -0.1886  0.114
H -4.1426 3.6568 -1.6404  0.114
H -2.6679 1.0702 -2.0115  0.079
H -4.2368 1.6459 -2.9317  0.112
H -5.0921 -0.3922 -2.0360  0.116
H -5.4904 0.6995 -0.5949  0.105
H -2.6893 -0.2687 -0.1176  0.082
H -3.5763 -1.6767 -0.8795  0.126
H -4.9277 -2.1790 0.9025  0.145
H -5.3342 -0.4301 1.3096  0.128
H -4.9086 0.3812 4.1017  0.089
H -3.9506 1.9036 3.4795  0.093
H -3.2538 0.7568 4.7881  0.100
H 0.4294 2.1986 -4.4520  0.143
H 2.9020 2.8433 -4.5907  0.136
H 3.3021 1.7254 -3.2092  0.078
H 1.8995 -0.1601 -4.8412  0.084
H 3.8598 -0.9605 -5.7075  0.090
H 4.5979 0.1127 -4.3369  0.082
H 4.5696 0.7587 -6.1031  0.083
H 1.7334 0.2489 -2.3725  0.174
H -0.9171 0.6764 -3.7146  0.078
H 0.0008 -0.7612 -3.6850  0.084
C -0.9144 -5.0694 5.3191  -0.222
C -2.3685 -4.6290 5.5032  -0.216
C -3.0994 -4.8971 4.1856  -0.222
S -2.2449 -6.2653 3.4089  0.670
O -1.6287 -5.7907 2.1907  -0.331
O -3.0917 -7.4346 3.4380  -0.317
C -0.9778 -6.4382 4.6534  -0.229
H -0.3798 -5.1106 6.2698  0.118
H -0.3932 -4.3598 4.6680  0.112
H -2.8277 -5.2154 6.3051  0.120
H -2.4393 -3.5765 5.7858  0.113
H -4.1417 -5.1700 4.3513  0.106
H -3.0422 -4.0382 3.5142  0.092
H -0.0381 -6.7341 4.1884  0.111
H -1.3061 -7.2041 5.3589  0.112
C 6.8032 3.6765 0.3371  -0.216
C 5.3482 4.1009 0.5415  -0.210
C 4.6132 3.8717 -0.7808  -0.229
S 5.4725 2.5359 -1.6067  0.668
O 6.0782 3.0527 -2.8108  -0.306
O 4.6298 1.3562 -1.6121  -0.357
C 6.7452 2.3304 -0.3730  -0.225
H 7.3418 3.6073 1.2836  0.122
H 7.3170 4.4100 -0.2920  0.125
H 4.8961 3.4852 1.3257  0.119
H 5.2720 5.1427 0.8589  0.119
H 3.5748 3.5873 -0.6191  0.073
H 4.6619 4.7521 -1.4236  0.114
H 7.6848 2.0561 -0.8513  0.115
H 6.4245 1.5394 0.3084  0.112

Computed properties:
Energy ... -3122.9329 Ha
Spin multiplicity ... 1
Charge ... +1
M ... 650.300 g mol⁻¹
Kohn-Sham gap ... 7.997 eV